9
Properties=species:S:1:pos:R:3:forces:R:3 method="wB97M-V/def2-TZVPD" molar_mass_g_mol=163.9 homo_energy_ev=-6.68 spin_multiplicity=1
O -0.62375 0.84432 -1.15480 -1.1 -0.4 0.9
C 0.63039 0.66983 -1.34398 1.2 0.4 -0.3
C 1.39635 0.59474 -0.01630 1.1 -0.1 -1.2
O 0.65523 0.37153 1.13119 -1.9 -0.3 0.5
Y -1.40614 0.17284 0.75930 0.8 -0.2 -0.2
H 1.96827 1.55268 0.02471 -0.2 -0.3 0.0
H 2.17684 -0.18340 -0.19162 -0.4 0.3 0.3
H -2.34760 -2.38789 0.09539 -0.2 0.2 0.5
O -2.44959 -1.63466 0.69612 0.7 0.4 -0.5

---

141
Properties=species:S:1:pos:R:3:forces:R:3 method="wB97M-V/def2-TZVPD" molar_mass_g_mol=871.8 homo_energy_ev=-11.72 charge=+1 spin_multiplicity=1
C -1.37052 0.74679 0.24975 0.1 -0.8 0.1
C -1.09053 -0.77769 -0.06224 0.0 0.2 -0.1
C 0.37214 -1.22522 0.39351 -0.9 0.5 0.0
C 1.22497 -1.82406 -0.81072 -0.3 0.2 1.2
C 2.52114 -0.93922 -0.96319 -0.6 -1.5 0.2
S 3.22970 -0.91583 -2.69180 -0.2 0.9 -0.9
C 2.22487 0.15217 -3.81515 -1.5 0.9 -0.7
C 0.68074 0.12967 -3.53671 -1.2 0.3 1.1
C -0.35406 -0.70749 -4.35172 1.1 0.4 -0.9
N 0.19894 0.86649 -2.60099 0.8 -0.5 -0.9
P 3.16328 -2.99698 -3.36874 -0.3 -2.5 0.5
N 3.85917 -2.90241 -4.97617 -1.1 0.7 1.7
O 1.56533 -3.50933 -3.57923 1.5 0.8 -0.8
H -0.42659 1.31804 0.03654 -1.0 -0.3 0.0
H -2.22147 1.08371 -0.39865 0.9 -0.1 0.6
H -1.65663 0.91651 1.31417 0.3 -0.2 -0.9
H -1.85101 -1.44675 0.41789 0.6 0.7 -0.3
H -1.22384 -0.88638 -1.17391 0.3 -0.1 1.1
H 0.28408 -1.94033 1.25601 0.1 0.5 -1.1
H 0.83160 -0.28374 0.82202 0.0 -0.9 -0.5
H 0.60183 -1.90536 -1.72994 0.5 0.3 0.7
H 1.47394 -2.88178 -0.50973 0.2 1.0 -0.6
H 2.39730 0.11333 -0.61443 0.1 -0.7 -0.6
H 3.32707 -1.43563 -0.35587 -0.3 0.8 -0.8
H 2.56887 1.21302 -3.68118 -0.2 -1.0 0.1
H 2.38023 -0.08042 -4.90295 0.4 -0.4 1.1
H -1.40762 -0.43147 -4.13324 1.0 0.0 0.2
H -0.22978 -1.80434 -4.22560 0.0 0.8 0.0
H -0.17266 -0.47076 -5.43764 -0.2 -0.3 0.8
H 0.94530 1.40239 -2.14087 -0.2 0.0 -0.1
H 4.37264 -3.78066 -5.10875 0.2 0.3 -0.2
H 4.50447 -2.10719 -4.94118 0.1 -0.4 -0.5
H 1.39527 -3.69391 -4.52091 -0.1 0.2 0.0
O 2.62957 -2.13199 2.65231 0.2 0.3 -0.3
H 2.89836 -2.57435 1.84039 0.0 -0.2 0.1
H 2.10394 -1.37940 2.34801 0.0 0.0 0.1
O -3.86288 1.59021 1.72054 -0.3 0.5 0.1
H -4.36022 1.63892 0.89602 -0.1 -0.5 0.0
H -4.50691 1.84451 2.39687 -0.2 -0.2 0.2
O -5.83062 1.56452 4.14910 0.3 0.0 -0.1
H -6.53772 1.02792 4.53329 -0.1 0.1 -0.1
H -5.28316 1.80576 4.90421 0.0 0.0 0.0
O -1.49328 -3.23377 -2.59895 0.0 -0.1 0.2
H -0.82889 -3.64642 -3.15917 0.0 0.0 0.0
H -1.64062 -3.88171 -1.89928 0.0 0.0 0.0
O -0.65741 -3.74182 2.28907 0.3 0.0 0.2
H -1.37167 -4.25260 2.68036 -0.1 0.0 -0.1
H -0.09887 -3.51142 3.04974 -0.1 0.0 0.0
O 1.73556 -6.14557 -1.55827 0.2 0.0 -0.2
H 2.00379 -6.59934 -2.36761 -0.1 -0.1 0.0
H 1.20781 -5.40334 -1.87049 0.0 0.0 0.1
O -2.56683 0.06249 4.35287 0.1 0.1 0.0
H -2.87557 0.48446 3.54273 -0.1 -0.1 -0.1
H -1.74613 0.52102 4.55795 0.0 0.0 0.1
O -7.96638 1.09680 6.21835 -0.1 0.0 -0.1
H -8.80826 1.11256 6.69534 0.1 0.1 0.2
H -7.50688 1.88190 6.53451 0.0 0.0 0.0
O -9.59885 0.93883 8.73923 0.0 0.1 0.1
H -9.51218 0.13569 9.26278 0.0 -0.1 -0.1
H -9.80856 1.61916 9.38699 0.0 0.1 -0.1
O 1.07582 -2.96314 4.76604 0.1 0.2 0.1
H 1.79202 -2.52907 4.27974 -0.1 -0.3 -0.1
H 1.03738 -2.49229 5.60470 -0.2 -0.1 0.0
O -10.20539 -1.19095 5.76578 -0.1 0.0 0.0
H -10.51091 -0.76293 4.95840 0.1 0.1 0.1
H -9.39090 -0.72436 5.98074 0.1 -0.1 -0.1
O 5.43787 -1.33188 0.49492 0.2 0.3 0.1
H 5.91344 -0.72972 1.09045 0.2 0.0 0.0
H 6.13457 -1.73749 -0.04094 -0.2 -0.2 0.0
O 5.28525 -2.32420 4.50651 -0.1 0.0 -0.1
H 4.81816 -3.10792 4.81425 0.0 0.0 0.1
H 4.78301 -2.04400 3.73348 -0.1 -0.1 0.0
O -4.34421 -2.03025 -0.70317 -0.1 -0.2 0.2
H -3.68085 -2.43220 -1.27335 0.0 0.1 -0.1
H -4.51069 -2.70229 -0.02791 0.1 0.0 0.0
O 6.22103 -4.63496 -6.59400 -0.2 0.3 0.1
H 5.90850 -4.23079 -7.41120 0.0 -0.1 -0.1
H 7.05130 -4.18132 -6.41202 0.1 -0.1 0.0
O 5.14393 2.08715 -1.51873 0.0 0.0 -0.5
H 4.69877 1.26468 -1.29131 0.1 0.0 0.3
H 5.10436 2.11684 -2.48284 0.0 0.0 0.0
O 4.91074 -6.45191 -1.30888 -0.2 0.0 0.0
H 4.05029 -6.81011 -1.05303 0.0 0.1 0.0
H 5.32474 -6.22918 -0.46976 0.0 -0.3 0.1
O -3.74807 4.12148 -0.08608 0.0 -0.1 -0.1
H -3.06963 3.73562 -0.65134 0.0 0.0 0.0
H -3.91059 3.44331 0.58166 0.2 0.2 0.2
O -6.36341 4.44697 4.63445 0.0 0.2 0.0
H -6.07815 4.02091 3.82007 -0.1 -0.2 0.1
H -6.90109 5.18835 4.33800 0.0 0.0 0.1
O -4.66885 5.76026 -2.30617 0.1 -0.1 0.0
H -4.56894 5.30202 -1.45784 0.0 -0.1 0.0
H -3.88671 6.31720 -2.36412 -0.1 0.1 0.0
O 5.36837 4.95262 -2.66518 -0.3 -0.2 -0.1
H 5.44690 4.16510 -2.11348 -0.2 0.1 0.2
H 5.18684 5.66453 -2.03434 0.2 0.1 0.0
O 8.03105 2.41127 -0.44174 0.1 0.0 0.1
H 7.53264 2.45902 -1.26206 -0.1 -0.1 0.0
H 7.39838 2.69181 0.22883 -0.1 0.0 -0.1
O -10.09975 -0.56778 2.73356 -0.1 -0.1 -0.2
H -10.52864 -1.40992 2.92310 0.1 0.0 0.0
H -10.12050 -0.50850 1.76959 0.1 -0.1 0.0
O -4.00781 -4.16518 1.91526 0.1 0.1 0.1
H -3.93543 -4.96314 2.44867 -0.1 -0.1 -0.1
H -4.18750 -3.46933 2.55838 0.0 0.0 0.0
O 3.77124 0.64865 1.78407 -0.2 -0.1 -0.1
H 4.05515 -0.11383 1.26451 0.1 0.1 0.1
H 4.00207 0.41749 2.69088 0.0 0.1 0.0
O -7.52379 -1.59629 0.24455 0.1 -0.1 0.0
H -7.05374 -1.00947 0.84532 -0.1 0.0 0.0
H -6.82513 -1.99131 -0.29100 -0.1 0.1 -0.1
O 2.48082 4.80230 -3.49142 0.3 -0.3 0.1
H 3.40526 4.99902 -3.26860 0.0 0.0 0.0
H 2.51910 4.47854 -4.40024 -0.3 0.2 -0.1
O 3.69616 -7.88759 -4.04879 -0.1 0.3 0.1
H 4.16891 -7.29544 -3.45257 0.2 -0.1 0.0
H 4.39139 -8.28721 -4.58127 -0.1 -0.1 0.0
O -7.21959 7.04249 -1.34885 0.0 -0.1 0.0
H -6.53358 6.65643 -1.91216 0.1 0.1 0.1
H -7.38491 6.36707 -0.68526 -0.1 0.0 0.0
O 7.56896 0.85612 2.25328 -0.1 0.1 -0.1
H 8.28613 1.27349 1.76053 0.0 -0.2 -0.1
H 7.54217 1.33984 3.08543 0.0 -0.1 0.1
O 2.21821 4.08808 -0.70049 0.0 -0.3 -0.2
H 1.77406 3.27145 -0.45466 0.0 0.1 0.2
H 2.17411 4.10742 -1.67070 0.0 0.2 0.0
O 5.87603 -3.66864 -1.16123 0.1 0.3 0.2
H 6.40521 -4.46684 -1.25663 0.0 0.0 -0.2
H 5.17709 -3.92479 -0.55077 -0.1 0.0 -0.1
O 7.00566 6.62393 -1.26818 -0.1 0.2 0.2
H 7.27307 5.85583 -1.78534 -0.1 0.0 0.0
H 7.24103 6.38943 -0.36247 -0.1 0.0 0.0
O -10.41358 2.15902 1.79894 0.1 0.0 0.1
H -10.32774 1.35213 2.32407 -0.1 0.1 0.1
H -10.62547 2.83835 2.44555 0.0 0.0 -0.1
O 0.92608 4.56949 -5.77364 -0.2 -0.2 -0.1
H 0.42439 4.60071 -6.59445 0.1 0.0 0.0
H 0.29634 4.85035 -5.10015 0.1 0.1 0.1
O 9.57112 5.70888 -0.78282 0.0 0.0 -0.1
H 9.84435 5.25094 -1.58397 0.1 -0.1 0.1
H 9.04076 6.45139 -1.10383 0.3 0.1 0.0

---

11
Properties=species:S:1:pos:R:3:forces:R:3 method="wB97M-V/def2-TZVPD" de_lowest_kj_mol=221.31 molar_mass_g_mol=83.1 homo_energy_ev=-9.82 spin_multiplicity=1
C -1.20598 0.76384 0.37073 -1.7 -1.4 1.8
C 0.30243 0.75722 0.60549 -0.1 -0.3 -1.6
C 0.09306 -0.55220 -0.12356 0.8 -0.2 0.3
C 1.05851 -1.33107 -0.92980 0.2 -1.3 0.6
N -1.18018 -0.74685 -0.05117 1.0 2.3 -1.0
O 2.23272 -1.07035 -1.00988 -0.3 0.3 -0.1
H 0.61357 -2.23438 -1.39967 0.1 0.2 -0.2
H -1.59841 1.42334 -0.40200 0.2 -0.3 -0.1
H -1.82500 0.80468 1.26168 -0.1 0.6 0.1
H 0.86482 1.49439 0.04738 0.2 0.2 0.1
H 0.64446 0.69140 1.63079 -0.1 -0.1 0.1

---

The calculation returns the following gap between HOMO and LUMO values, one per record and in order: 5.06; 8.59; 9.56 eV.
The calculation returns the following LUMO values, one per record and in order: -1.62; -3.13; -0.25 eV.
The calculation returns the following energy values, one per record and in order: -9307.118; -108645.067; -7764.233 eV.